Entry 1:
This record from the OMol25 dataset describes 2 unconnected molecules or ions with the total composition C10H13NO. The level of theory is ωB97M-V/def2-TZVPD.

Geometry as XYZ:
```
25
Properties=species:S:1:pos:R:3:forces:R:3:lowdin_charge:R:1
H 1.06541 0.92939 0.80259 -1.833 -0.500 -0.593 0.132
H 5.00688 -1.01118 -0.51389 -2.269 0.758 1.014 0.092
H -1.66552 -2.80090 -0.49018 0.400 0.746 0.163 0.067
C 3.98826 -0.74722 0.01297 1.558 -0.742 -0.134 -0.039
C -1.10519 -2.77540 0.45060 -1.560 -1.109 -1.889 0.032
C -0.65429 -0.46032 0.37579 0.672 -0.770 4.502 -0.225
C -0.09308 0.82926 0.92672 2.874 -0.769 2.448 -0.148
H -0.24591 -1.78295 2.01053 1.421 0.112 2.966 0.069
H -0.95054 2.63930 1.48528 -0.401 0.914 0.751 0.088
C -0.63646 -1.66561 1.08882 -0.780 2.452 -3.873 -0.125
C -1.97678 2.05031 -0.32587 1.583 -0.453 -0.326 -0.123
H 0.06175 2.85322 0.01722 -1.207 -1.137 0.918 0.141
O -2.38601 -0.19297 -1.57366 -0.823 0.244 0.957 0.080
H -2.24100 3.00164 -0.70793 -0.556 0.987 -0.253 0.100
C -0.71643 2.18492 0.55877 1.404 0.217 -1.627 -0.171
C 2.89580 -0.75945 -0.73114 0.478 -0.311 -0.213 -0.272
H 4.01738 -0.71780 1.13484 -0.339 0.119 -1.439 0.057
C -1.24829 -0.25087 -0.84155 -0.162 2.355 -5.488 -0.187
H -1.18758 -3.72267 0.87271 0.361 -1.415 1.174 0.025
C -1.62569 1.08333 -1.42742 -0.660 -3.218 4.059 -0.137
H 1.60460 -1.60725 -1.72329 -1.709 -3.359 -0.720 0.027
H -1.13977 1.40325 -2.24303 1.375 1.037 -3.129 0.104
H -2.70588 1.66882 0.32736 -1.460 -0.589 0.438 0.113
H -0.03041 0.60371 2.05331 -0.625 0.887 -1.195 0.130
N 1.96877 -0.75256 -1.53953 2.257 3.546 1.487 0.170
```
Forces are in eV/Å.

Molar mass   163.220 g/mol
LUMO level (spin up / spin down)   0.871 / -1.270 eV
Spin multiplicity   3
Electronic energy   -14110.0369 eV
Expectation value of S²   2.01
Strongest force on any atom   5.974 eV/A
HOMO (spin up / spin down)   -5.67 / -9.17 eV


Entry 2:
This record from the OMol25 dataset describes a molecular structure, C28H53NO5S4. The level of theory is ωB97M-V/def2-TZVPD.

Geometry as XYZ:
```
91
Properties=species:S:1:pos:R:3:forces:R:3:lowdin_charge:R:1
C 3.08825 -4.14978 0.78946 0.390 -0.494 -1.085 -0.200
H 2.36452 -0.96871 -0.12553 -0.029 0.408 -0.064 0.048
H 1.62328 -4.54079 -2.20484 0.286 0.116 -0.167 0.115
H -3.28255 -0.41679 0.25145 0.176 0.146 0.458 0.102
S 2.99236 -0.13145 -3.29036 0.238 -0.242 -0.094 0.894
C 2.76998 -1.62141 0.64092 -0.460 -0.680 -0.733 -0.100
H 0.75385 -3.04365 -0.09050 0.250 0.210 0.065 0.088
H 3.18617 -3.93014 1.84265 -0.198 0.225 0.363 0.104
C 0.52935 -2.08448 -2.56146 -0.131 -0.321 -0.128 -0.195
C -4.19122 -0.51059 -0.32712 -0.302 -0.104 -0.875 -0.199
H 3.07854 1.13815 0.48757 -0.310 -0.231 0.240 0.088
H -0.65858 -0.02076 -4.91512 0.141 0.064 -0.299 0.117
O 0.51267 4.70267 0.21384 -1.174 0.464 -0.487 0.165
H -1.69402 0.18675 -1.58456 -0.065 0.316 0.170 0.111
C 1.76443 -0.98838 -4.27824 -0.525 0.394 -0.601 -1.126
C -0.55538 -0.35990 -3.89174 -0.425 -0.694 -0.516 -0.171
H 1.72273 4.08879 3.81284 0.017 -0.026 0.192 0.086
C -4.86544 -1.84223 -0.02071 0.568 -0.178 0.522 -0.210
H -4.22299 -3.75293 0.80826 -0.214 -0.039 0.368 0.097
H 1.08736 1.91440 1.91749 -0.966 -0.842 -1.270 0.065
H -4.84557 0.30883 -0.07019 -0.268 0.239 0.272 0.099
H -2.66205 -0.44638 -4.04742 -0.216 0.079 -0.281 0.110
H 2.00361 -5.81860 -0.09441 0.087 -0.177 -0.218 0.104
H 3.86980 2.76795 -1.91336 -0.039 0.271 -0.368 0.108
H -3.31437 -4.74467 -1.12103 0.224 -0.254 -0.001 0.070
H 4.40847 -2.72970 -0.05574 0.356 -0.109 -0.308 0.100
C -3.79952 -3.78590 -1.25645 0.135 -0.062 0.535 -0.103
H 2.40499 2.73997 5.90383 -0.051 -0.013 -0.029 0.061
H 4.31330 1.15458 -1.52237 0.204 -0.277 -0.057 0.086
H 1.35858 -5.22932 1.40280 -0.027 -0.308 0.271 0.098
H 3.91492 -4.81940 0.57338 0.218 -0.257 0.067 0.098
H -1.49063 7.64679 4.36828 0.041 -0.050 0.015 0.048
C 1.05622 2.67953 1.17006 -2.472 -1.220 -2.412 -0.060
H -3.20543 7.17635 4.45406 -0.008 -0.019 0.026 0.056
H -2.05905 -1.50239 -1.38549 0.166 -0.087 0.350 0.071
H 0.18367 -1.45506 -1.74280 0.012 0.375 0.043 0.113
H -0.51161 -3.79487 -3.46463 0.107 0.061 -0.431 0.119
H 1.49606 1.01751 -1.78975 -0.381 -0.045 0.205 0.063
H -3.23086 -3.23701 -1.99239 -0.072 0.166 -0.377 0.037
H 2.82773 1.01241 5.87142 -0.052 -0.047 -0.047 0.054
H 0.13652 -5.39139 -1.85595 0.180 -0.469 0.029 0.112
O 2.55382 0.71838 2.96561 0.190 0.007 -0.081 -0.523
H -1.96133 -1.97803 -3.62744 -0.033 -0.258 -0.175 0.100
H -3.37968 5.13781 2.11683 0.067 -0.029 0.020 0.056
H -4.31726 -1.10946 -2.41073 -0.321 -0.056 -0.201 0.105
H 3.01765 -2.96487 -1.06086 -0.169 -0.214 -0.203 0.077
O -1.76438 4.87511 5.28826 -0.071 -0.038 0.231 -0.550
C -3.79721 -0.37063 -1.81225 0.764 -0.130 0.686 -0.191
C 1.79319 -4.91403 0.46233 -0.260 0.836 0.687 -0.181
H 1.62356 3.39471 2.18145 1.525 1.559 2.418 -0.039
C 3.47660 1.84312 -1.51918 0.108 -0.044 0.188 -0.249
C 2.13041 3.33325 3.14086 0.995 1.013 2.213 -0.216
H -2.41394 7.41338 2.86584 0.024 -0.027 -0.016 0.055
H -3.19339 3.63474 3.04611 0.088 0.041 0.009 0.049
C 3.33663 -2.88662 -0.03144 0.506 0.630 0.995 -0.243
O 1.67393 4.37681 -1.70372 0.077 0.637 -0.488 0.196
H -4.80001 -3.98695 -1.61662 -0.213 -0.017 -0.307 0.074
H -5.39731 -1.77954 0.92134 -0.219 0.169 0.211 0.102
H -2.90982 -2.69757 0.37834 0.224 0.090 0.169 0.094
C -2.30090 -0.62485 -1.97532 0.081 -0.568 -0.525 -0.222
H -4.13628 4.98070 3.73246 0.058 0.045 0.078 0.060
H 3.50992 -1.09806 1.22353 0.175 0.183 0.247 0.061
H -4.03340 0.61691 -2.18672 -0.168 0.234 -0.217 0.108
C 0.71132 -4.11019 -0.26851 -0.059 -0.896 -0.111 -0.207
H 1.56919 -2.29068 -2.35427 0.300 -0.027 0.026 0.071
H -5.58660 -2.06594 -0.79640 -0.411 0.037 -0.126 0.101
H -0.30315 0.50783 -3.29441 0.261 0.337 0.379 0.102
S -1.77639 5.34347 3.87938 0.117 0.171 -0.078 0.791
C -3.89623 -3.03131 0.07144 -0.130 -0.144 -0.731 -0.243
O -1.03220 3.83427 1.60149 -0.429 -0.034 0.066 0.133
H -0.23978 -4.44446 0.13303 -0.385 0.171 0.158 0.107
H -1.13176 -3.27557 -1.92001 -0.214 -0.171 0.043 0.069
S 1.84048 1.69848 3.83049 0.132 0.152 0.924 0.872
H 1.94896 -1.90636 1.28447 -0.222 0.185 0.355 0.070
H 2.03710 2.09401 -3.08407 -0.278 0.067 -0.345 0.074
H 3.94122 2.62799 0.39369 0.348 0.126 0.161 0.135
C 0.64320 -4.43684 -1.75385 -0.861 0.015 -0.014 -0.209
N 0.47142 -1.40732 -3.86794 0.368 0.485 1.431 -0.205
C -0.22026 -3.42615 -2.49185 0.518 0.395 0.256 -0.170
H 3.20031 3.48988 2.99831 0.056 -0.051 -0.048 0.093
C 0.02107 3.74461 1.07692 0.132 -0.200 0.023 -0.398
S 2.23923 -1.39630 -5.76071 0.393 -0.103 -0.485 0.705
C 1.40897 4.05563 -0.59783 1.128 -1.012 0.585 -0.377
H 3.85970 2.18581 5.01792 -0.034 -0.023 -0.073 0.062
C -1.90800 -0.91733 -3.42716 -0.030 0.836 0.003 -0.164
C 1.89923 2.88009 0.18426 0.392 -0.753 -1.435 -0.118
C 2.33415 1.31563 -2.40133 0.118 -0.316 0.334 -0.454
C -2.27866 7.06862 3.89096 -0.153 0.115 0.050 -0.265
C -3.27647 4.71690 3.11673 -0.226 -0.003 0.007 -0.270
C 2.83696 1.93975 5.30326 0.073 0.029 0.122 -0.246
C 3.11810 2.07320 -0.04889 0.255 0.262 -0.760 -0.114
```
Forces are in eV/Å.

Molar mass   612.002 g/mol
LUMO level   -0.756 eV
Spin multiplicity   1
Electronic energy   -84958.9903 eV
Strongest force on any atom   3.663 eV/A
HOMO   -8.05 eV


Entry 3:
This record from the OMol25 dataset describes C14H18N2O6 in the gas phase. The level of theory is ωB97M-V/def2-TZVPD.

Geometry as XYZ:
```
40
Properties=species:S:1:pos:R:3:forces:R:3:lowdin_charge:R:1
O 1.44897 2.90894 1.40454 1.016 -0.581 -1.451 0.089
H 2.20955 3.40591 1.72167 0.068 0.504 0.526 0.113
C -3.13645 1.00902 -1.32619 0.695 -0.626 -0.705 -0.037
C -0.78756 -2.78911 0.52319 0.627 0.025 0.757 -0.269
C -3.34528 1.76949 -0.19577 -0.545 -0.591 1.503 -0.331
H -2.55192 -0.93435 -2.08628 -0.125 0.279 0.410 0.114
H 1.38162 -1.45253 1.03158 -0.103 -0.327 -0.043 0.117
C -2.24644 -2.41943 0.18270 0.005 -0.062 1.160 -0.108
O -0.13036 -2.17720 -1.67214 0.846 0.172 1.845 0.018
C -2.75271 -0.32928 -1.19343 0.390 -0.820 1.707 -0.009
N -0.28668 -2.47909 1.89538 -1.091 -0.091 0.028 0.058
H -2.69592 -0.52550 2.20416 0.128 -0.113 0.250 0.105
H -2.90831 -2.79886 0.99194 0.409 -0.398 -0.585 0.129
C 1.45915 0.37717 -1.40490 -0.746 -0.213 -0.149 -0.118
C 2.00641 2.28649 0.30310 1.016 -0.521 0.330 -0.462
H 0.45458 0.69079 0.53416 1.009 1.842 -1.751 0.175
H 4.91794 0.58131 -0.20589 -0.368 -0.244 -0.189 0.136
H 0.25686 2.06213 -0.73596 -0.229 -0.536 0.128 0.129
C -2.76399 -0.12022 1.20693 -0.303 -0.677 0.287 -0.062
C 3.28746 -0.40275 0.03094 0.821 -0.702 -2.470 -0.515
O 4.28652 0.07433 -0.75426 0.082 -0.032 1.023 0.104
C -2.57336 -0.95281 0.11575 -0.057 1.442 -3.123 -0.212
H -3.38122 1.83959 1.91625 0.028 -0.297 0.132 0.119
C 0.16544 -2.14290 -0.45053 -1.193 -0.625 -2.390 -0.449
C -3.18796 1.17752 1.07929 0.101 1.429 -1.115 -0.013
N 1.31050 -1.66606 0.04280 0.188 0.729 -1.236 0.113
H 0.52752 -0.03211 -1.83087 0.493 0.344 -0.296 0.104
H -4.04298 3.33580 -1.09334 0.246 -0.296 0.774 0.120
O 3.25548 -0.46614 1.21500 0.443 0.535 1.329 0.145
H 2.05438 0.88253 -2.18499 -0.157 -0.356 0.407 0.136
O -3.83024 3.04447 -0.18155 0.012 0.402 -1.068 0.039
H -3.16977 1.43559 -2.33629 -0.250 -0.049 0.423 0.117
H -0.63670 -3.86510 0.30704 -0.322 0.322 0.256 0.156
O 3.17427 2.47329 -0.04619 -2.551 0.014 0.772 0.079
H -1.02328 -2.17828 2.53406 0.093 0.004 -0.414 0.071
H -2.44482 -2.91933 -0.76763 -0.292 0.194 0.200 0.118
H 0.07595 -3.32155 2.30311 0.258 -0.276 0.192 0.074
C 0.98257 1.34298 -0.32496 -0.476 -0.623 1.585 -0.088
H 2.52190 -1.50075 -1.76056 -0.405 0.703 1.554 0.189
C 2.16784 -0.89800 -0.85156 0.238 0.115 -0.592 -0.193
```
Forces are in eV/Å.

SMILES string   N[C@@H](Cc1ccc(O)cc1)C(=O)N[C@@H](CCC(=O)O)C(=O)O
Molar mass   310.306 g/mol
LUMO level   0.639 eV
Spin multiplicity   1
Electronic energy   -30076.4027 eV
Strongest force on any atom   3.441 eV/A
HOMO   -8.42 eV


Question: Which of these has the highest electronic energy?
Answer: C10H13NO


Question: Which formula does entry 3 have?
Answer: C14H18N2O6


Question: Among the records above, which one has the highest molar mass?
Answer: C28H53NO5S4